Below is the ion CHN2O4S with charge -1, with properties calculated with ωB97M-V/def2-TZVPD.

Last column: Mulliken charge in e.
Atoms and positions in Å:
C -2.357 0.591 0.044  0.413
N -1.325 0.030 0.179  -0.018
N -0.418 -0.801 -0.505  -0.333
O -3.287 1.268 0.229  -0.519
O 1.694 -0.823 1.061  -0.667
O 3.100 0.510 -0.395  -0.587
O 0.551 0.019 -1.081  -0.322
S 1.752 0.458 0.229  0.580
H 0.288 -1.250 0.240  0.452

Properties
net charge: -1
multiplicity: 1



Below is a structure of composition C20H40AsBF6Mg2N2O22, with properties calculated with ωB97M-V/def2-TZVPD.

Last column: Mulliken charge in e.
Atoms and positions in Å:
Mg -0.693 -2.170 0.425  0.918
Mg -1.677 3.052 2.820  1.461
O -0.044 2.183 3.556  -0.752
C 1.149 2.035 3.694  0.213
O 1.802 1.027 3.233  -0.808
B 3.185 1.084 3.646  1.789
O 3.369 2.365 4.370  -0.371
C 2.149 2.867 4.534  0.371
O 1.837 3.889 5.205  -0.655
O 4.007 0.968 2.451  -0.633
C 4.883 0.017 2.670  0.727
O 5.818 -0.192 1.890  -0.657
C 4.624 -0.712 4.027  0.470
O 3.555 -0.069 4.480  -0.589
O 5.196 -1.727 4.387  -0.591
N -1.380 0.883 0.502  0.555
O -1.638 1.674 1.441  -0.204
O -0.953 1.308 -0.528  -0.508
O -1.413 -0.310 0.727  -0.732
N -0.161 -2.133 -2.656  0.820
O -0.014 -3.285 -3.101  -0.719
O -0.101 -1.224 -3.464  -0.634
O -0.535 -1.956 -1.540  -0.769
As -1.774 -2.305 3.877  1.883
F -0.216 -2.843 4.516  -0.454
F -2.314 -1.832 5.549  -0.505
F -3.348 -1.812 3.192  -0.488
F -1.071 -2.616 2.205  -0.219
F -2.388 -3.991 3.886  -0.500
F -1.168 -0.624 3.590  -0.557
C -4.036 -2.370 -0.033  -0.964
O -2.672 -2.849 0.002  0.021
C -2.734 -4.279 0.223  -0.813
C -1.397 -4.869 -0.149  -0.781
O -0.309 -4.022 0.208  0.351
C 0.931 -4.732 0.151  -0.715
H -4.255 -2.096 0.999  0.236
H -4.775 -3.133 -0.279  0.391
H -4.276 -1.565 -0.728  0.252
H -3.514 -4.789 -0.342  0.602
H -2.877 -4.491 1.283  0.244
H -1.349 -5.026 -1.227  0.364
H -1.195 -5.798 0.385  0.452
H 1.048 -5.119 -0.861  0.308
H 1.064 -5.514 0.899  0.368
H 1.695 -3.994 0.397  -0.116
C -4.667 3.964 2.433  -0.956
O -3.261 3.947 2.150  0.249
C -2.953 5.041 1.263  -0.571
C -1.557 4.838 0.632  -0.583
O -0.625 4.192 1.528  -0.382
C 0.667 3.927 1.012  -0.747
H -4.930 3.156 3.117  0.321
H -5.234 3.715 1.536  0.334
H -5.093 4.875 2.853  0.341
H -2.901 6.031 1.716  0.468
H -3.640 5.114 0.419  0.411
H -1.199 5.840 0.398  0.502
H -1.597 4.286 -0.307  0.300
H 1.018 4.667 0.293  0.487
H 0.742 2.939 0.558  0.157
H 1.477 3.937 1.741  0.204
C 3.412 -2.912 -2.436  -1.058
O 2.586 -2.382 -1.461  0.180
C 3.210 -1.487 -0.527  -1.133
C 2.001 -0.794 0.174  0.782
O 1.167 -1.747 0.906  1.677
C 1.705 -2.021 2.226  -0.893
H 2.877 -3.632 -3.056  0.241
H 4.250 -3.489 -2.045  0.348
H 3.847 -2.078 -2.986  0.314
H 3.708 -0.710 -1.107  0.677
H 3.918 -1.884 0.201  0.384
H 1.393 -0.137 -0.448  -0.864
H 2.284 0.026 0.834  -0.041
H 1.286 -2.958 2.592  0.412
H 1.573 -1.237 2.972  -0.087
H 2.791 -2.111 2.269  0.566
C 1.377 1.808 -3.167  -0.416
O 0.660 1.453 -4.423  -0.086
C 0.520 2.538 -5.243  -0.618
C 0.136 1.969 -6.673  -0.612
O -0.981 1.113 -6.447  -0.253
C -2.017 1.244 -7.503  -0.795
H 1.190 0.975 -2.489  -0.284
H 1.025 2.705 -2.657  0.289
H 2.442 1.869 -3.392  0.369
H 1.471 3.062 -5.342  0.384
H -0.154 3.290 -4.831  0.330
H 1.030 1.580 -7.162  0.288
H -0.131 2.786 -7.343  0.435
H -1.608 1.201 -8.512  0.324
H -2.555 2.184 -7.378  0.325
H -2.700 0.400 -7.401  0.218

Properties
multiplicity: 1



Across the entries above, max |F| takes the values 2.546; 6.155 eV/A, respectively.
Across the entries above, HOMO level takes the values -0.164; -0.285 Eh, respectively.